1.
This record from the Open Molecules 2025 dataset describes 2 unconnected molecules or ions with the total composition C2H7FP2. The level of theory is ωB97M-V with the def2-TZVPD basis set.

The geometry in XYZ format:
```
12
Properties=species:S:1:pos:R:3:lowdin_spin:R:1
C -1.66 0.78 -0.77 0.821
C 0.65 -0.33 -0.08 0.650
F 0.98 -0.69 -1.39 0.121
P 1.50 1.19 0.49 0.119
P 0.12 -1.85 0.94 0.070
H -0.92 1.27 -1.44 0.043
H -2.32 0.06 -1.12 0.058
H -1.82 1.13 0.25 0.048
H 1.13 1.44 1.80 0.004
H 0.65 2.01 -0.19 0.028
H 0.45 -2.72 -0.20 -0.003
H 1.25 -2.29 1.71 0.040
```

- spin multiplicity = 3
- LUMO (alpha / beta) (eV) = 0.9 / -1.0
- orbital gap (alpha / beta) (eV) = 8.19 / 8.87
- net charge = 0
- ⟨S²⟩ = 2.009

***

2.
This record from the Open Molecules 2025 dataset describes 10 unconnected molecules or ions with the total composition C34H96N8O10. The level of theory is ωB97M-V with the def2-TZVPD basis set.

The geometry in XYZ format:
```
148
Properties=species:S:1:pos:R:3:lowdin_spin:R:1
C 18.21 -2.77 7.86 0.000
C 19.60 -3.09 7.37 0.000
C 20.63 -2.69 8.46 0.000
O 21.98 -2.50 7.97 0.000
C 22.58 -3.61 7.39 0.000
N 19.68 -4.56 7.15 0.000
H 17.47 -3.18 7.17 0.000
H 17.98 -1.70 7.88 0.000
H 18.03 -3.10 8.89 0.000
H 19.68 -2.56 6.42 0.000
H 20.60 -3.39 9.29 0.000
H 20.37 -1.68 8.79 0.000
H 23.59 -3.42 7.03 0.000
H 21.99 -3.96 6.54 0.000
H 22.58 -4.36 8.18 0.000
H 20.64 -4.88 7.06 0.000
H 19.20 -4.91 6.34 0.000
C 25.59 -0.96 7.12 0.000
C 24.37 -0.10 6.85 0.000
C 23.64 -0.41 5.47 0.000
O 24.44 -0.44 4.32 0.000
C 24.65 0.86 3.80 0.000
N 23.49 -0.28 7.99 0.000
H 25.40 -2.02 6.96 0.000
H 25.97 -0.89 8.13 0.000
H 26.32 -0.77 6.34 0.000
H 24.65 0.96 6.82 0.000
H 22.86 0.34 5.29 0.000
H 23.25 -1.41 5.61 0.000
H 23.72 1.35 3.53 0.000
H 25.20 0.78 2.87 0.000
H 25.21 1.49 4.50 0.000
H 22.97 -1.15 7.96 0.000
H 22.78 0.44 7.89 0.000
C 28.15 -3.44 8.95 0.000
C 29.20 -4.02 9.87 0.000
C 30.54 -4.38 9.13 0.000
O 30.38 -5.46 8.12 0.000
C 31.58 -5.82 7.48 0.000
N 29.50 -2.91 10.86 0.000
H 28.51 -2.56 8.41 0.000
H 27.20 -3.27 9.46 0.000
H 27.91 -4.18 8.19 0.000
H 28.79 -4.97 10.22 0.000
H 31.16 -4.81 9.92 0.000
H 31.02 -3.49 8.72 0.000
H 32.30 -6.20 8.20 0.000
H 32.09 -5.01 6.95 0.000
H 31.44 -6.60 6.73 0.000
H 30.05 -3.29 11.61 0.000
H 28.73 -2.37 11.25 0.000
C 30.26 -0.51 7.09 0.002
C 30.29 0.27 8.42 0.001
C 28.91 0.56 9.06 0.000
O 28.19 1.57 8.33 0.002
C 26.87 1.78 8.78 0.000
N 31.16 -0.50 9.31 0.004
H 29.38 -0.18 6.53 0.001
H 30.14 -1.57 7.31 0.000
H 31.16 -0.39 6.48 0.000
H 30.70 1.26 8.22 0.001
H 29.14 0.96 10.04 0.000
H 28.37 -0.39 9.16 0.000
H 26.25 2.11 7.94 0.000
H 26.85 2.50 9.60 0.000
H 26.46 0.90 9.26 0.000
H 31.87 -0.94 8.74 0.000
H 30.63 -1.24 9.74 0.000
C 19.68 2.67 9.33 0.000
C 20.12 1.59 8.33 0.000
C 19.15 1.34 7.07 0.000
O 17.79 1.01 7.38 0.000
C 17.05 0.64 6.28 0.000
N 21.51 1.73 7.89 0.000
H 19.32 3.54 8.79 0.000
H 20.29 3.20 10.06 0.000
H 18.80 2.34 9.90 0.000
H 20.13 0.64 8.86 0.000
H 19.52 0.49 6.49 0.000
H 19.23 2.20 6.41 0.000
H 17.06 1.45 5.55 0.000
H 16.03 0.41 6.60 0.000
H 17.46 -0.22 5.75 0.000
H 21.94 2.11 8.72 0.000
H 21.53 2.52 7.26 0.000
C 21.19 4.02 5.23 0.000
C 20.55 3.77 3.80 0.000
C 19.79 2.40 3.67 0.000
O 20.78 1.45 3.50 0.000
C 20.31 0.12 3.30 0.000
N 19.64 4.84 3.61 0.000
H 21.81 4.90 5.33 0.000
H 21.92 3.23 5.41 0.000
H 20.44 4.09 6.02 0.000
H 21.33 3.77 3.04 0.000
H 19.17 2.37 2.77 0.000
H 19.04 2.12 4.41 0.000
H 19.52 -0.18 3.99 0.000
H 21.04 -0.68 3.38 0.000
H 19.95 -0.03 2.29 0.000
H 18.67 4.70 3.86 0.000
H 19.95 5.61 4.19 0.000
C 29.77 3.94 6.95 0.004
C 29.48 3.12 5.70 0.130
C 28.02 3.03 5.23 0.046
O 27.80 2.27 4.05 0.038
C 28.18 0.91 4.16 0.007
N 30.36 3.64 4.64 0.643
H 29.07 3.59 7.71 -0.001
H 29.65 5.01 6.78 0.003
H 30.77 3.80 7.34 0.001
H 29.86 2.09 5.76 0.065
H 27.69 4.06 5.09 0.005
H 27.32 2.65 5.98 0.001
H 27.60 0.54 5.00 0.000
H 29.24 0.74 4.34 0.004
H 27.95 0.25 3.32 0.001
H 30.36 3.01 3.85 0.019
H 31.31 3.86 4.89 0.021
C 24.57 -5.21 2.95 0.000
C 24.67 -3.90 3.68 0.000
C 26.13 -3.31 3.87 0.000
O 26.87 -4.23 4.71 0.000
C 28.23 -3.74 4.84 0.000
N 23.82 -2.96 2.96 0.000
H 25.10 -5.91 3.59 0.000
H 25.11 -5.25 2.00 0.000
H 23.55 -5.56 2.80 0.000
H 24.22 -3.88 4.68 0.000
H 26.03 -2.27 4.17 0.000
H 26.62 -3.25 2.90 0.000
H 28.83 -3.45 3.98 0.000
H 28.83 -4.48 5.37 0.000
H 28.26 -2.91 5.55 0.000
H 24.38 -2.76 2.14 0.000
H 23.93 -2.11 3.50 0.000
C 24.48 -1.22 0.10 0.000
O 24.71 -2.59 0.00 0.000
H 25.04 -0.84 0.95 0.000
H 24.49 -0.75 -0.88 0.000
H 23.43 -1.08 0.39 0.000
H 24.12 -2.98 -0.65 0.000
C 24.38 -0.67 11.10 0.000
O 23.48 0.31 10.74 0.000
H 25.22 -0.80 10.42 0.000
H 24.77 -0.34 12.06 0.000
H 24.00 -1.68 11.24 0.000
H 23.51 0.25 9.78 0.000
```

- spin multiplicity = 2
- LUMO (alpha / beta) (eV) = -2.9 / -8.1
- orbital gap (alpha / beta) (eV) = 7.72 / 2.47
- net charge = +1
- ⟨S²⟩ = 0.755

***

3.
This record from the Open Molecules 2025 dataset describes 11 unconnected molecules or ions with the total composition C36H101N7O15. The level of theory is ωB97M-V with the def2-TZVPD basis set.

The geometry in XYZ format:
```
159
Properties=species:S:1:pos:R:3:mulliken_charge:R:1
C -12.16 20.92 -18.29 -1.080
O -11.96 22.31 -18.46 0.117
C -13.09 23.05 -18.81 -1.244
C -13.68 22.71 -20.16 0.778
C -12.64 22.88 -21.28 -0.251
N -14.77 23.66 -20.44 -0.745
H -12.22 20.39 -19.23 0.376
H -13.01 20.77 -17.62 0.458
H -11.31 20.55 -17.71 0.248
H -13.91 23.03 -18.07 0.476
H -12.86 24.12 -18.75 0.167
H -14.07 21.68 -20.22 0.248
H -13.14 22.97 -22.24 0.652
H -11.97 22.01 -21.34 -0.220
H -11.99 23.71 -21.02 -0.489
H -15.42 23.55 -19.66 0.261
H -15.30 23.39 -21.26 0.264
C -9.29 20.04 -20.25 -1.156
O -8.23 20.76 -20.80 1.997
C -8.40 22.17 -20.77 0.179
C -7.63 22.80 -21.93 1.496
C -6.17 22.41 -21.98 0.115
N -7.77 24.25 -21.89 1.318
H -9.03 19.00 -20.02 0.414
H -10.19 20.04 -20.87 0.591
H -9.60 20.46 -19.28 -0.400
H -9.45 22.41 -20.89 -0.329
H -7.95 22.62 -19.87 -0.772
H -8.16 22.47 -22.85 -1.078
H -5.71 22.59 -21.01 -0.136
H -5.61 22.89 -22.79 0.080
H -6.08 21.34 -22.20 -0.788
H -7.38 24.72 -22.69 0.124
H -8.76 24.53 -21.80 -0.581
C -4.45 25.95 -19.77 -0.403
O -4.27 24.75 -19.05 -0.531
C -5.45 24.27 -18.42 1.200
C -5.78 25.07 -17.13 0.598
C -4.78 24.86 -16.02 -1.803
N -7.13 24.78 -16.63 -0.510
H -5.13 25.72 -20.61 0.061
H -3.48 26.19 -20.21 0.414
H -4.82 26.82 -19.22 0.117
H -6.28 24.36 -19.12 -0.559
H -5.19 23.26 -18.09 -0.464
H -5.87 26.12 -17.45 0.228
H -4.86 23.83 -15.64 0.330
H -4.97 25.54 -15.18 0.348
H -3.74 24.95 -16.35 0.408
H -7.11 23.82 -16.29 0.253
H -7.80 24.84 -17.40 0.117
C -11.19 25.61 -22.86 -1.057
O -10.32 25.49 -21.76 0.003
C -10.64 26.29 -20.62 -1.360
C -10.18 25.68 -19.31 2.053
C -10.76 26.54 -18.19 -2.156
N -8.72 25.69 -19.15 1.047
H -12.22 25.32 -22.63 0.370
H -10.83 24.92 -23.63 0.189
H -11.15 26.63 -23.24 0.263
H -10.21 27.29 -20.77 0.215
H -11.73 26.44 -20.55 0.500
H -10.53 24.65 -19.19 -0.664
H -10.53 26.10 -17.22 0.315
H -11.84 26.68 -18.30 0.491
H -10.35 27.55 -18.18 0.402
H -8.32 25.18 -19.95 -0.683
H -8.35 26.63 -19.30 -0.289
C -7.13 29.12 -18.57 -1.037
O -7.57 28.62 -19.81 -0.123
C -7.22 29.44 -20.90 -1.263
C -7.87 28.92 -22.17 0.661
C -7.46 27.48 -22.45 -0.915
N -7.63 29.83 -23.31 -0.806
H -6.03 29.09 -18.55 0.366
H -7.51 28.48 -17.78 0.261
H -7.46 30.14 -18.39 0.370
H -7.50 30.48 -20.70 0.398
H -6.14 29.48 -21.07 0.365
H -8.96 28.94 -22.00 0.169
H -6.37 27.40 -22.53 0.364
H -7.85 27.09 -23.39 0.528
H -7.85 26.87 -21.64 -0.051
H -8.14 30.68 -23.09 0.328
H -8.17 29.47 -24.09 0.294
C -8.85 20.79 -28.00 -0.863
O -9.35 19.93 -27.00 -0.367
C -10.77 19.94 -26.90 -1.049
C -11.33 21.22 -26.25 0.534
C -10.64 21.55 -24.93 -0.147
N -12.76 21.14 -25.94 -0.735
H -9.39 20.64 -28.94 0.414
H -7.82 20.53 -28.23 0.309
H -8.87 21.85 -27.74 0.253
H -11.13 19.79 -27.93 0.427
H -11.06 18.97 -26.47 0.297
H -11.18 22.03 -26.96 0.235
H -10.88 20.86 -24.11 0.317
H -10.93 22.55 -24.61 0.015
H -9.55 21.53 -24.97 -0.251
H -13.28 20.83 -26.76 0.268
H -12.96 20.44 -25.24 0.267
C -2.92 20.72 -20.34 -0.388
O -3.31 19.40 -19.94 -0.484
C -4.70 19.31 -19.76 -0.271
C -5.25 19.79 -18.41 1.837
C -4.67 18.98 -17.26 -1.723
N -6.72 19.75 -18.40 -0.348
H -3.28 20.86 -21.36 0.200
H -1.83 20.78 -20.33 0.312
H -3.27 21.44 -19.60 0.109
H -5.18 19.82 -20.60 -0.083
H -5.03 18.27 -19.85 0.409
H -4.92 20.83 -18.28 -0.946
H -5.18 19.32 -16.35 0.457
H -3.59 19.08 -17.17 0.346
H -4.90 17.92 -17.36 0.374
H -6.99 18.77 -18.37 0.382
H -7.02 20.08 -19.32 -0.391
O -7.59 21.91 -16.74 -0.588
C -8.94 22.32 -16.73 0.725
C -9.38 22.89 -15.43 -0.596
O -9.73 21.81 -14.54 -0.572
H -7.41 21.40 -17.55 0.062
H -9.13 23.03 -17.55 -0.066
H -9.61 21.50 -17.03 -0.237
H -10.32 23.43 -15.56 0.235
H -8.60 23.57 -15.05 0.536
H -10.02 22.21 -13.70 0.320
O -12.14 17.81 -19.65 -0.504
C -11.44 17.51 -18.44 -0.294
C -12.39 17.47 -17.25 -0.344
O -13.24 16.36 -17.45 -0.537
H -12.81 17.13 -19.79 0.305
H -10.99 16.52 -18.55 0.461
H -10.72 18.31 -18.29 0.094
H -12.94 18.41 -17.14 0.260
H -11.72 17.33 -16.39 0.288
H -13.86 16.27 -16.72 0.310
O -4.60 24.58 -26.92 -0.558
C -5.25 24.31 -25.68 -0.672
C -6.07 23.04 -25.64 0.654
O -5.20 21.95 -25.38 -0.655
H -4.14 25.42 -26.84 0.319
H -4.48 24.26 -24.90 0.326
H -5.94 25.14 -25.46 0.229
H -6.67 22.90 -26.55 0.263
H -6.81 23.14 -24.83 -0.290
H -5.78 21.20 -25.17 0.469
O -6.69 17.61 -24.02 -0.581
C -7.03 18.71 -23.17 -0.296
C -7.95 19.65 -23.94 -0.168
O -7.32 20.18 -25.11 -0.476
H -6.32 16.91 -23.47 0.367
H -7.61 18.40 -22.29 0.140
H -6.08 19.13 -22.82 0.158
H -8.12 20.49 -23.27 -0.151
H -8.88 19.20 -24.28 0.566
H -7.79 19.84 -25.89 0.337
```

- spin multiplicity = 1
- LUMO (eV) = 0.3
- orbital gap (eV) = 8.31
- ΔE to the lowest compared entry with this formula, charge and spin (kJ/mol) = 89.70
- net charge = 0
- SMILES = COC[C@H](C)N.COC[C@H](C)N.COC[C@H](C)N.COC[C@H](C)N.COC[C@H](C)N.COC[C@H](C)N.COC[C@H](C)N.OCCO.OCCO.OCCO.OCCO